Entry 1:
A structure of composition H22O11 in a non-equilibrium geometry, computed with ωB97M-V/def2-TZVPD.

Calculated values
LUMO energy	-0.296	eV
orbital gap	7.20	eV
energy	-22873.005	eV
HOMO level	-7.501	eV
strongest force on any atom	10.2	eV/Å

Geometry (Å):
H -1.3103 0.4663 1.2306
H 0.1607 0.7094 1.0290
H 0.7276 -3.5604 -1.7731
H 0.9240 -2.5135 -0.8145
H 0.7382 1.4939 -0.4768
H 1.5313 0.1978 -0.8177
H 2.1621 4.3889 0.4206
H 0.7181 4.7176 -0.2135
H -1.6321 -2.1940 -2.6350
H -1.1640 -2.2698 -1.0750
H 4.0896 -1.5099 0.9958
H 3.4957 -1.0152 -0.3899
H -1.3964 2.5253 -2.6965
H -0.0433 2.0999 -3.3978
H -5.0695 0.5129 3.0758
H -4.5162 0.0971 1.7468
H 1.5310 -2.9170 1.2508
H 3.0619 -3.3030 1.2556
H 4.1345 1.8007 1.4431
H 2.7861 1.6050 2.1355
H -5.4935 -0.6720 0.4292
H -6.3495 0.4746 0.0633
O -0.6631 0.7917 0.5812
O 1.1057 -3.4970 -0.9522
O 1.2108 1.0542 -1.1630
O 1.7110 4.5035 -0.4081
O -1.1383 -2.6871 -1.9231
O 3.4429 -1.6622 0.3338
O -0.3996 2.4333 -2.5908
O -4.2847 0.0589 2.7550
O 2.3557 -2.9567 0.7095
O 3.6631 1.1943 2.1277
O -6.0896 -0.3678 -0.2564

Atomic forces in eV per Å
0.19 0.29 -0.26
1.02 -0.31 0.73
-1.79 -0.82 -3.37
0.84 -2.08 -0.01
-0.58 0.47 0.20
-0.34 0.78 -0.03
-0.04 0.07 0.66
2.98 -0.69 -0.34
0.69 -0.40 1.75
-0.48 0.77 0.40
1.43 1.30 0.67
1.15 0.45 0.31
2.11 -0.27 -0.14
0.20 -0.42 -0.85
-0.03 0.07 0.60
1.14 -0.14 2.74
0.78 -1.03 -0.06
-0.40 -0.21 0.44
-1.00 -1.74 1.74
0.13 -0.26 0.17
0.04 -0.59 -0.06
-0.65 1.37 0.22
-1.79 -0.29 0.38
0.09 2.16 1.58
1.87 -1.41 -0.79
-2.93 0.64 -0.30
-0.85 -0.13 -2.49
4.63 6.77 -3.91
-2.71 1.04 0.86
-0.94 0.21 -3.26
-6.14 -6.70 4.63
0.90 2.01 -1.91
0.47 -0.92 -0.28

In the Mulliken picture, each atom carries the following charge in e: 0.27, 0.29, 0.31, 0.29, 0.37, 0.25, 0.29, 0.32, 0.31, 0.32, 0.24, 0.21, 0.30, 0.28, 0.34, 0.23, 0.28, 0.26, 0.33, 0.29, 0.33, 0.32, -0.67, -0.59, -0.52, -0.63, -0.62, -0.42, -0.58, -0.61, -0.57, -0.61, -0.60

Entry 2:
A cluster of 2 separate species, C4H9NO in total in a non-equilibrium geometry, computed with ωB97M-V/def2-TZVPD.

Calculated values
LUMO energy	0.872	eV
SMILES string	C=CC(=C)N.O
orbital gap	9.27	eV
energy	-7830.183	eV
HOMO level	-8.396	eV
strongest force on any atom	1.4	eV/Å

Geometry (Å):
C 2.7445 0.2928 -0.8319
C 1.6248 -0.4105 -0.6421
C 0.4743 0.2239 0.0121
C 0.5450 0.8744 1.1817
N -0.7764 0.0841 -0.5985
H 3.6578 -0.1080 -1.2469
H 2.6737 1.3587 -0.6673
H 1.5372 -1.4831 -0.7821
H 1.4758 1.0440 1.7005
H -0.2988 1.2616 1.7384
H -1.4610 0.7975 -0.4617
H -0.8802 -0.4499 -1.4368
O -3.4992 -0.8721 0.7146
H -2.7739 -0.8782 0.0646
H -3.1185 -0.8947 1.5975

Atomic forces in eV per Å
-0.78 -0.28 -0.45
0.76 0.28 0.57
-1.20 0.52 0.59
0.61 0.15 0.31
0.02 -0.66 -0.08
-0.01 -0.14 0.06
0.31 0.07 0.13
0.18 0.00 -0.32
0.25 -0.24 -0.23
-0.34 -0.03 -0.44
-0.10 0.28 0.10
0.27 0.09 -0.34
-0.15 0.03 -0.46
-0.10 -0.05 0.81
0.28 -0.02 -0.24

In the Mulliken picture, each atom carries the following charge in e: -0.76, -0.18, 0.53, -1.05, -0.51, 0.28, 0.28, 0.33, 0.32, 0.27, 0.27, 0.21, -0.68, 0.36, 0.32

Entry 3:
A cluster of 2 separate species, C6H11NO2P in total in a non-equilibrium geometry, computed with ωB97M-V/def2-TZVPD.

Calculated values
LUMO energy	3.136	eV
orbital gap	7.79	eV
energy	-21275.520	eV
HOMO level	-4.652	eV
charge	-1
strongest force on any atom	3.8	eV/Å

Geometry (Å):
C 3.8967 0.8186 0.5848
C 2.9338 -1.1257 -0.5848
C -0.6339 -0.2438 1.1476
C -2.5143 -1.0261 -0.5421
C 2.8321 0.1720 -0.1358
C -1.9403 0.0114 0.4105
N 4.6962 0.9958 1.3880
O -1.5076 2.8900 0.2342
O -0.2340 1.2891 -1.3613
P -1.4262 1.6186 -0.5958
H -2.4529 1.8029 -1.4730
H 3.8927 -1.6610 -0.5376
H 2.0857 -1.7151 -0.9990
H 0.2540 -0.7034 0.6494
H -0.2479 0.7913 1.4570
H -0.8238 -0.7754 2.0472
H -2.9229 -1.9251 -0.0411
H -1.8873 -1.4649 -1.3105
H -3.2108 -0.6876 -1.2466
H 1.8938 0.6472 -0.2888
H -2.6830 0.2914 1.1978

Atomic forces in eV per Å
-0.61 -1.35 0.02
0.35 1.35 0.60
1.34 1.31 0.13
0.78 -1.69 0.71
0.08 -2.70 -1.29
0.43 1.83 -1.18
0.63 0.76 0.09
0.31 -1.28 0.09
2.65 -1.08 -1.22
-2.33 1.45 2.60
-1.27 -0.36 -1.01
-0.43 0.26 0.16
0.58 1.00 0.27
-1.15 0.14 -0.15
-0.42 -1.33 -0.12
0.02 -0.71 0.99
-0.12 0.44 0.05
1.43 0.05 0.35
-1.89 1.21 -0.35
-0.73 0.80 0.03
0.35 -0.10 -0.79

In the Mulliken picture, each atom carries the following charge in e: 0.24, -0.68, -1.18, -1.44, -0.08, 0.46, -0.43, -0.75, -0.67, 0.49, -0.07, 0.29, 0.31, -0.03, 0.33, 0.46, 0.35, 0.33, 0.44, 0.35, 0.25

Entry 4:
A cluster of 16 separate species, C16H64N32O16 in total in a non-equilibrium geometry, computed with ωB97M-V/def2-TZVPD.

Calculated values
LUMO energy	-0.281	eV
orbital gap	8.33	eV
energy	-98089.748	eV
HOMO level	-8.608	eV
strongest force on any atom	3.7	eV/Å

Geometry (Å):
C -28.4054 -35.1159 -24.1417
O -27.6002 -34.3216 -23.5837
N -28.8576 -34.9852 -25.4786
N -29.0751 -36.1204 -23.4063
H -28.3373 -34.3659 -26.0772
H -29.7449 -35.4015 -25.7398
H -28.9022 -36.0994 -22.4151
H -29.7900 -36.7237 -23.7528
C -31.9379 -35.4390 -26.4604
O -31.3252 -36.2814 -25.7406
N -31.6629 -34.0752 -26.4977
N -32.9603 -35.8793 -27.3188
H -32.2657 -33.4625 -27.0085
H -30.9290 -33.6096 -25.9731
H -33.1271 -36.8654 -27.3589
H -33.4731 -35.2815 -27.9316
C -31.5907 -32.9745 -22.5661
O -32.2974 -32.1740 -21.9014
N -30.2093 -33.0720 -22.3968
N -32.1630 -33.7976 -23.5420
H -29.7165 -33.7092 -22.9898
H -29.7753 -32.4793 -21.7234
H -33.1151 -33.6592 -23.8152
H -31.6002 -34.4624 -24.0359
C -25.9345 -34.4797 -27.4461
O -26.6087 -33.7096 -26.7482
N -26.4644 -35.5955 -28.0937
N -24.6483 -34.1411 -27.8928
H -25.9049 -36.4150 -28.2541
H -27.4360 -35.8355 -28.0069
H -24.3058 -34.7525 -28.6050
H -24.1784 -33.3154 -27.5994
C -26.8570 -30.0816 -28.4436
O -27.5232 -29.0882 -28.8039
N -26.9530 -31.2782 -29.1538
N -25.8925 -30.0767 -27.4330
H -26.2880 -31.9795 -28.9057
H -27.6262 -31.5313 -29.8602
H -25.8686 -29.4418 -26.6677
H -25.4257 -30.9462 -27.2958
C -31.0868 -28.0649 -26.7267
O -31.3319 -27.8367 -25.5423
N -31.8471 -27.5093 -27.7754
N -30.1006 -28.9110 -27.2416
H -32.6501 -26.9693 -27.5029
H -31.7438 -27.7265 -28.7441
H -29.7466 -29.0105 -28.1560
H -29.5029 -29.2465 -26.4991
C -31.1189 -30.9800 -30.3626
O -31.9315 -31.4307 -31.1648
N -29.8847 -30.4274 -30.8045
N -31.3665 -30.8513 -28.9708
H -29.3310 -29.8279 -30.2364
H -29.7709 -30.2040 -31.7778
H -30.6136 -30.5970 -28.3511
H -32.1551 -31.3008 -28.5488
C -24.3290 -30.5009 -23.6416
O -25.2578 -30.8547 -22.9138
N -22.9841 -30.9249 -23.5062
N -24.5584 -29.5567 -24.6721
H -22.6745 -31.5100 -22.7553
H -22.3395 -30.5939 -24.1845
H -23.9207 -29.4831 -25.4316
H -25.4925 -29.1124 -24.6201
C -25.4266 -27.9662 -20.4736
O -24.7528 -28.5679 -19.6273
N -26.2327 -28.6737 -21.4008
N -25.4434 -26.5744 -20.5973
H -26.5298 -28.1478 -22.2037
H -25.8216 -29.5885 -21.5801
H -24.7967 -25.9806 -20.1254
H -26.1022 -26.1200 -21.2269
C -24.0377 -34.9698 -24.0635
O -24.4980 -36.1031 -23.7467
N -22.6323 -34.6743 -24.0782
N -24.9072 -33.8844 -24.3417
H -22.0330 -35.4341 -24.3439
H -22.3351 -33.7382 -24.2508
H -24.5311 -32.9937 -24.5872
H -25.8828 -34.0853 -24.5047
C -29.7230 -33.7781 -29.9580
O -28.6925 -33.2947 -30.4465
N -30.7786 -34.2148 -30.7496
N -29.8960 -33.8633 -28.5768
H -30.5776 -34.1961 -31.7323
H -31.7248 -34.1397 -30.4409
H -30.6384 -34.4119 -28.1944
H -29.1148 -33.4890 -28.0521
C -26.7944 -26.9968 -24.8289
O -27.0249 -28.0791 -24.2094
N -26.0543 -25.9540 -24.2634
N -27.2876 -26.7815 -26.1316
H -25.9450 -25.1509 -24.8462
H -25.6604 -25.9142 -23.3447
H -27.6658 -27.5758 -26.6285
H -27.2539 -25.8959 -26.5872
C -29.0482 -31.1042 -25.0833
O -29.8858 -31.7198 -25.8083
N -29.3386 -30.1138 -24.1696
N -27.6756 -31.3502 -25.2059
H -28.6075 -29.7633 -23.5789
H -30.2913 -29.8645 -23.9755
H -27.5714 -32.1803 -25.7835
H -27.0399 -31.1100 -24.4576
C -28.7821 -25.2852 -22.0733
O -27.6175 -25.0352 -21.6512
N -29.8830 -24.5606 -21.5852
N -29.0959 -26.1701 -23.1227
H -29.7104 -23.8839 -20.8722
H -30.8035 -24.9532 -21.7435
H -29.9989 -26.0520 -23.5361
H -28.3382 -26.6643 -23.5573
C -34.4849 -30.1024 -24.8269
O -34.7159 -30.6534 -23.7506
N -35.4122 -29.3116 -25.5017
N -33.2436 -30.1966 -25.4829
H -35.3546 -28.9350 -26.4190
H -36.2711 -29.1946 -24.9883
H -33.2294 -29.6680 -26.3252
H -32.4958 -30.5927 -24.9498
C -33.0179 -28.8184 -20.9090
O -32.8637 -27.8123 -20.1726
N -31.9434 -29.5202 -21.5160
N -34.2762 -29.1578 -21.4724
H -31.0240 -29.5162 -21.1037
H -32.1461 -30.3837 -22.0293
H -35.1343 -28.7283 -21.2035
H -34.2797 -29.9487 -22.1166

Atomic forces in eV per Å
-0.81 0.59 0.12
-1.70 -2.08 -1.54
0.92 -0.31 2.15
1.43 1.75 -0.41
0.08 0.08 0.13
0.41 -0.36 0.13
0.06 -0.08 -0.07
-0.18 -0.04 -0.50
-0.17 -0.80 0.35
-1.21 2.08 -1.47
-0.74 -1.81 0.21
1.45 0.66 1.17
-0.20 0.12 -0.08
0.00 -0.14 0.14
0.02 -0.13 0.10
-0.08 0.24 -0.08
-0.72 0.91 0.56
1.41 -1.86 -1.41
-2.70 -0.37 -0.75
1.29 0.74 1.27
0.61 0.19 0.22
0.26 0.04 0.16
-0.16 0.16 0.22
-0.01 -0.19 -0.03
-0.27 1.16 -1.19
0.68 -0.78 -0.77
0.62 0.30 0.51
-2.06 -1.53 0.55
0.37 0.15 -0.02
-0.17 0.44 0.51
0.62 0.28 -0.22
0.18 0.11 0.28
-0.34 -0.04 -1.54
0.34 -0.87 1.28
0.97 1.26 1.59
-0.66 -0.33 -1.97
-0.07 -0.59 0.02
-0.27 0.33 -0.01
-0.46 0.36 0.04
0.01 -0.35 0.46
-0.51 0.27 -1.92
0.77 -0.46 -1.52
0.00 0.05 1.65
-0.42 0.58 3.40
0.10 0.07 0.01
0.23 -0.31 -0.16
0.24 0.75 -0.91
0.12 -0.12 -0.21
-0.01 1.09 -0.08
0.69 0.15 1.04
-1.36 -0.70 0.53
0.86 0.01 -2.09
0.33 0.29 0.80
-0.48 -0.41 -0.14
-0.23 -0.37 0.10
-0.12 -0.19 -0.28
0.11 0.51 0.05
1.37 0.03 -0.91
-2.35 0.45 -0.67
-0.28 -1.42 1.85
-0.25 -0.08 0.20
0.59 0.22 -0.06
0.18 0.40 -0.35
0.83 -0.29 -0.19
0.48 -0.38 0.35
-0.73 0.99 -1.17
1.01 0.93 1.56
-0.55 -1.16 -0.94
0.03 -0.22 -0.28
-0.47 0.31 -0.06
0.19 -0.24 0.52
-0.04 -0.12 0.53
-1.56 -0.84 0.72
1.74 3.02 -1.37
-2.23 -0.62 0.23
2.24 -2.06 0.36
0.03 -0.01 0.16
0.10 0.23 -0.31
0.05 0.22 -0.10
-0.09 0.07 0.49
0.24 0.58 0.26
-0.86 -0.80 0.38
1.42 -0.35 0.79
0.71 0.13 -2.49
-0.25 0.29 -0.08
-0.20 0.12 -0.01
0.26 0.12 0.25
-0.45 -0.13 0.24
0.39 -0.04 0.09
0.57 1.95 -1.47
-1.28 -1.38 -2.10
0.89 -0.81 2.31
0.17 0.40 0.05
-0.25 -0.47 0.38
-0.11 0.13 0.02
0.13 0.27 -0.13
0.55 -0.34 0.28
1.13 1.26 1.29
-0.24 -1.20 -1.18
-2.40 -0.10 -0.73
0.04 0.23 0.02
-0.13 0.11 0.06
0.83 0.20 0.51
0.03 -0.35 0.05
0.61 1.05 -0.08
-2.37 -0.93 -1.16
1.04 -1.59 -1.39
0.54 1.67 2.39
-0.03 -0.05 0.32
0.21 0.31 0.41
-0.08 -0.44 -0.42
-0.57 -0.13 0.18
1.21 -0.05 -0.48
-0.09 0.47 -1.45
-0.13 -0.90 1.68
-3.13 -0.35 0.99
0.36 0.06 -0.36
0.01 0.02 -0.26
1.18 0.21 -0.25
0.50 0.10 -0.36
-0.30 2.12 -0.95
-0.19 -2.54 -1.06
-1.32 0.48 0.09
2.74 -0.70 0.48
-0.34 0.37 0.40
-0.09 0.36 0.76
0.07 0.26 0.36
-0.41 0.44 0.39

Results of the Mulliken charge analysis, in e, for atoms 1 through 99: -0.12, -0.69, 0.34, -0.11, -0.53, 0.24, 0.31, 0.19, 0.78, -0.70, 0.23, -0.40, 0.05, -0.34, 0.24, 0.15, 0.42, -0.74, -0.09, -0.16, 0.05, 0.23, 0.21, 0.18, 0.23, -0.37, -0.43, -0.29, 0.22, 0.19, 0.17, 0.19, 0.68, -0.72, -0.12, -0.20, -0.01, 0.18, 0.21, 0.07, 0.28, -0.58, -0.34, 0.45, 0.27, 0.13, 0.57, -0.76, 0.48, -0.68, -0.18, 0.24, 0.06, 0.21, -0.25, 0.12, 0.49, -0.75, -0.37, -0.09, 0.29, 0.15, 0.28, -0.20, 0.43, -0.68, -0.30, -0.19, 0.33, 0.24, 0.18, 0.09, 0.58, -0.66, -0.41, 0.27, 0.23, 0.15, -0.06, -0.09, 0.32, -0.71, -0.34, 0.28, 0.25, 0.17, 0.10, -0.31, 0.18, -0.30, -0.19, -0.31, 0.18, 0.19, -0.01, 0.17, -1.38, 0.60, 0.85

Here are the calculated energy relative to the best compared isomer or geometry (same formula, charge and spin) numbers, same order: 821.0; 206.2; 130.2; 342.6 (kJ/mol).